Density functional theory data (ωB97M-V/def2-TZVPD) for 13 unconnected molecules or ions with the total composition C33H56O31 at a distorted geometry.

```
120
Properties=species:S:1:pos:R:3:forces:R:3
C 3.739243 -1.918034 -1.153792 -0.4 0.7 -1.2
C 5.037434 -1.354138 -1.695366 0.0 -0.4 -0.6
O 5.299216 -2.218475 -2.837123 0.2 0.2 0.9
C 4.126308 -2.772341 -3.226312 0.4 0.6 1.1
O 4.025704 -3.477799 -4.157964 -0.5 -0.6 -1.0
O 3.130144 -2.403872 -2.370690 0.0 -0.2 -0.1
H 3.146852 -1.069135 -0.814811 -0.3 -0.4 0.5
H 3.788426 -2.761060 -0.474087 0.3 0.2 0.4
H 5.831388 -1.353810 -0.955055 0.3 -0.2 -0.3
H 4.905665 -0.359651 -2.138916 -0.1 0.0 0.5
C -3.655643 0.920516 3.838163 0.9 -0.3 -0.8
C -2.847455 -0.259245 3.175974 -1.2 0.8 0.9
O -1.798036 -0.508888 4.111127 0.2 1.0 -0.7
C -1.879755 0.360646 5.149474 -1.0 -1.5 2.0
O -1.249088 0.205810 6.162553 0.1 0.9 -1.2
O -2.962626 1.177805 5.056518 0.5 -0.5 -0.3
H -4.697077 0.653163 3.990861 0.0 0.1 0.3
H -3.568844 1.822043 3.230159 -0.2 0.0 0.1
H -2.541053 0.090285 2.190536 0.6 -0.5 0.0
H -3.451091 -1.160204 3.129134 0.1 -0.1 -0.3
C -5.307514 2.310863 -0.013141 0.5 -1.0 -0.5
C -3.944391 1.928380 -0.629200 -1.6 1.1 0.4
O -4.048006 0.513407 -0.651014 0.7 -0.2 0.6
C -4.821916 0.118046 0.424607 -0.3 2.3 -2.2
O -4.954175 -0.984423 0.765577 0.1 -2.1 1.1
O -5.521638 1.173646 0.869526 0.0 0.9 0.5
H -6.104828 2.287446 -0.762131 0.1 0.1 0.1
H -5.283615 3.261973 0.501633 -0.1 -0.1 0.4
H -3.176514 2.338867 0.029497 0.4 -0.5 -0.2
H -3.882343 2.359442 -1.623717 0.4 -0.4 -0.2
C 1.384973 -1.096833 4.505190 1.3 -0.9 -0.3
C 2.002690 -2.298150 5.244703 -0.6 0.6 0.7
O 3.402513 -2.191977 4.978526 -0.1 0.5 -0.5
C 3.580194 -1.380869 3.896637 -0.1 -0.4 0.0
O 4.629823 -1.150724 3.375542 -0.4 0.0 0.2
O 2.387628 -0.888182 3.470491 0.0 0.0 0.1
H 1.344086 -0.164610 5.062692 -0.3 -0.2 0.3
H 0.446789 -1.398037 4.068967 -0.2 0.4 -0.3
H 1.599011 -3.255853 4.917107 0.2 0.0 -0.3
H 1.814707 -2.223531 6.317161 0.3 0.0 0.0
C -2.692065 -1.333602 -6.411282 0.2 -0.3 0.7
C -1.392786 -1.709042 -7.143168 -0.9 -0.3 0.0
O -0.425371 -1.671746 -6.116548 0.1 0.1 0.4
C -1.031399 -1.680076 -4.887149 0.2 0.9 -2.1
O -0.430998 -1.668160 -3.882561 0.7 -0.3 1.7
O -2.352895 -1.561248 -5.013142 -0.6 -0.1 -0.5
H -3.541507 -1.975234 -6.627374 0.0 0.1 -0.2
H -2.961267 -0.280338 -6.506593 0.0 -0.1 -0.1
H -1.199342 -1.016303 -7.957628 0.4 0.1 0.2
H -1.412551 -2.721334 -7.546436 -0.1 0.0 0.0
C 2.184619 -6.485080 1.158272 -0.5 0.8 -0.7
C 1.349348 -5.456319 1.905547 -1.2 -1.4 0.1
O 2.273961 -5.028873 2.912782 -0.2 0.6 -0.7
C 3.511885 -5.058584 2.328992 -1.0 -1.3 -0.4
O 4.476253 -4.550835 2.758154 0.9 0.7 0.4
O 3.478314 -5.844576 1.203931 -0.3 -0.1 0.4
H 1.847655 -6.606305 0.127460 0.3 0.2 0.0
H 2.183959 -7.472858 1.624538 0.3 0.2 0.3
H 0.439998 -5.909559 2.323374 0.6 -0.2 0.6
H 0.881715 -4.678429 1.300333 1.0 0.5 -0.1
C 0.021704 -0.699615 -0.964433 0.2 0.7 -0.7
C 0.562641 0.260836 0.094563 0.6 0.0 -1.1
O 0.443693 -0.489714 1.287264 0.3 0.5 0.0
C 0.182797 -1.779346 1.003044 -0.5 1.6 -0.5
O 0.024759 -2.565491 1.862801 -0.1 -1.7 0.8
O 0.020772 -1.967810 -0.319959 -0.2 -0.2 0.5
H 0.639881 -0.804466 -1.850452 0.1 0.2 0.0
H -0.961430 -0.366811 -1.289490 -0.4 -0.6 0.1
H 0.029466 1.199984 0.154768 -0.4 0.0 0.2
H 1.588950 0.537165 -0.174312 0.2 -0.3 0.7
C -1.932855 -4.753693 -0.844510 -0.8 2.0 -1.4
C -2.076847 -4.206247 -2.295754 -1.0 -0.6 0.0
O -1.154303 -5.016378 -3.016897 -0.1 0.0 -0.4
C -0.253967 -5.523274 -2.166252 -1.7 1.6 1.0
O 0.752714 -6.023175 -2.436833 2.4 -1.6 -0.8
O -0.643843 -5.293784 -0.878066 0.1 -0.6 0.7
H -2.744316 -5.451629 -0.652246 0.4 -0.5 0.2
H -2.019812 -3.897166 -0.178493 0.3 -0.3 0.4
H -1.870042 -3.158081 -2.499359 0.4 0.1 0.5
H -3.077989 -4.394541 -2.686843 0.0 -0.1 0.0
C -3.032831 7.226466 -2.242515 0.0 0.1 1.6
C -4.059142 7.115187 -1.046339 0.7 0.2 -1.8
O -3.650714 5.933592 -0.395829 0.1 -0.1 0.5
C -2.383669 5.601107 -0.771107 -2.5 2.6 -2.2
O -1.721849 4.826198 -0.254774 2.5 -3.4 2.4
O -2.023295 6.262641 -1.882354 -0.5 0.5 -0.5
H -2.513904 8.179716 -2.209834 -0.3 0.2 -0.5
H -3.520488 7.002319 -3.184098 0.4 -0.1 -0.2
H -5.048177 6.992925 -1.471633 -0.3 0.0 0.4
H -3.992587 7.985451 -0.404696 -0.1 0.0 0.3
O -1.218623 -4.163876 4.345480 0.0 0.1 -0.1
H -0.926978 -3.401295 3.825560 0.0 -0.1 0.0
H -1.460030 -4.823717 3.685898 0.0 0.1 0.1
C 2.426270 1.378325 -3.453624 0.9 -1.0 -0.7
C 3.365912 2.574312 -3.412403 -0.9 0.6 -0.2
O 4.060935 2.914524 -4.615986 -0.2 -0.6 0.3
H 2.416646 0.903268 -2.470141 -0.5 0.2 0.1
H 2.844027 0.587612 -4.093450 0.0 0.2 0.0
H 1.430821 1.593866 -3.833785 -0.1 0.1 0.2
H 4.069993 2.399833 -2.604954 0.4 0.3 -0.2
H 2.730447 3.438572 -3.187394 0.3 0.1 0.6
H 3.388058 3.215791 -5.235892 0.2 0.0 -0.1
C -0.614936 3.585330 2.663247 0.1 -0.6 0.0
C -1.321552 4.643085 3.482392 -0.1 0.2 -0.5
O -2.392166 4.072559 4.226161 0.2 -0.1 0.1
H -0.332085 2.671245 3.196201 -0.2 0.2 0.4
H 0.324388 3.960366 2.254434 -0.2 0.2 -0.2
H -1.282883 3.282026 1.855938 0.2 0.0 -0.2
H -1.761814 5.343873 2.759394 0.2 0.2 0.1
H -0.610425 5.201647 4.098430 -0.1 -0.2 0.2
H -2.515263 4.568810 5.039289 0.0 0.0 0.0
C 3.458240 3.025625 0.130345 0.7 0.2 -0.4
C 4.312840 4.272736 0.015685 -0.2 0.6 1.8
O 5.450397 4.205219 0.877881 0.5 -0.2 -0.5
H 2.669609 3.095403 -0.618868 -0.2 -0.4 0.2
H 3.064402 2.947676 1.142321 -0.3 0.0 0.0
H 4.112581 2.161518 -0.015936 -0.3 -0.1 -0.3
H 3.733594 5.123312 0.407800 -0.2 0.0 -0.6
H 4.672880 4.518699 -0.976424 0.0 -0.2 -0.2
H 5.204686 3.807289 1.716498 -0.1 0.0 0.0
```
Positions in Å, forces in eV/Å.

Values from the calculation:
HOMO-LUMO gap in hartree: 0.360
2S+1: 1
ΔE to the lowest compared entry with this formula, charge and spin in kJ/mol: 0.00
Total charge: 0
HOMO level in eV: -10.2